42
Properties=species:S:1:pos:R:3:lowdin_charge:R:1 method="wB97M-V/def2-TZVPD" multiplicity=4 e_lumo_ev="-12.5 / -13.7" homo_lumo_gap_ev="4.8 / 3.9" e_homo_ev="-17.39 / -17.54" charge=+3 max_force_ev_per_a=5.38 e_tot_ev=-73507.8940
C 1.3408 -2.4997 -0.7223 -0.219
C -1.1320 3.4033 -2.1489 -0.328
H -3.0146 -3.0634 0.7391 0.151
H -2.1709 -4.4798 2.6785 0.147
I -0.1593 -0.0410 -2.8118 0.613
H -1.9981 4.3432 0.5202 0.087
Re 0.6831 1.0815 -0.3225 0.315
S -0.0209 0.6054 1.7730 0.736
H 2.7241 -1.2412 1.5179 0.046
H -1.8452 4.2399 -2.1764 0.090
H -3.6100 2.6243 -0.6541 0.086
C -1.2643 3.5619 0.7549 -0.227
I 1.4578 2.1039 -3.7648 0.556
C -2.1521 -2.7812 1.3400 0.044
C -0.7019 -3.0328 3.2423 0.041
C -1.6871 -3.5463 2.4182 0.041
C 3.0297 -0.6364 -2.1905 -0.323
H 3.3964 0.3974 -2.2654 0.005
C -0.6397 -1.0330 1.9368 -0.600
H -0.2429 3.9483 0.8568 0.048
N -0.2589 -1.7610 3.0264 0.102
H 0.7491 -2.6824 -1.6384 0.033
H 4.0872 -1.5399 0.3440 0.091
H 0.6851 -2.6819 0.1482 0.027
C -2.9412 1.7470 -0.6915 -0.204
H -0.3586 -3.4853 4.1750 0.168
Cl 2.3534 2.7009 -0.4433 0.130
H -3.1450 1.1543 -1.5998 0.056
H -3.1411 1.1130 0.1857 0.044
H 3.8643 -1.3547 -2.1956 0.087
H -0.1187 3.8255 -2.1961 -0.017
H 0.2426 -1.2524 3.7714 0.189
P 2.0027 -0.7532 -0.6662 0.506
H -1.8837 -0.8185 0.3155 0.090
P -1.1829 2.3664 -0.6338 0.541
H -1.2933 2.7793 -3.0386 -0.010
H -1.5416 2.9905 1.6486 0.037
H 2.4238 -0.8448 -3.0816 -0.021
H 2.1819 -3.2191 -0.6709 0.087
C 3.2686 -0.8669 0.6436 -0.211
C -1.5895 -1.5411 1.0860 -0.079
H 3.6029 0.1695 0.7905 0.046